{
  "formula": "C110H142O16S8",
  "method": "ωB97M-V with the def2-TZVPD basis set",
  "fmax_ev_per_a": 3.89,
  "e_homo_ev": -8.71,
  "total_energy_ev": -235808.699,
  "orbital_gap_ev": 8.92,
  "species": ["C", "C", "C", "S", "O", "O", "C", "H", "H", "H", "H", "H", "H", "H", "H", "C", "C", "C", "S", "O", "O", "C", "H", "H", "H", "H", "H", "H", "H", "H", "C", "C", "C", "S", "O", "O", "C", "H", "H", "H", "H", "H", "H", "H", "H", "C", "C", "C", "S", "O", "O", "C", "H", "H", "H", "H", "H", "H", "H", "H", "C", "C", "C", "S", "O", "O", "C", "H", "H", "H", "H", "H", "H", "H", "H", "C", "C", "C", "S", "O", "O", "C", "H", "H", "H", "H", "H", "H", "H", "H", "C", "C", "C", "S", "O", "O", "C", "H", "H", "H", "H", "H", "H", "H", "H", "C", "C", "C", "S", "O", "O", "C", "H", "H", "H", "H", "H", "H", "H", "H", "C", "C", "C", "C", "C", "C", "H", "H", "H", "H", "H", "H", "C", "C", "C", "C", "C", "C", "H", "H", "H", "H", "H", "H", "C", "C", "C", "C", "C", "C", "H", "H", "H", "H", "H", "H", "C", "C", "C", "C", "C", "C", "H", "H", "H", "H", "H", "H", "C", "C", "C", "C", "C", "C", "H", "H", "H", "H", "H", "H", "C", "C", "C", "C", "C", "C", "H", "H", "H", "H", "H", "H", "C", "C", "C", "C", "C", "C", "H", "H", "H", "H", "H", "H", "C", "C", "C", "C", "C", "C", "H", "H", "H", "H", "H", "H", "C", "C", "C", "C", "C", "C", "H", "H", "H", "H", "H", "H", "C", "C", "C", "C", "C", "C", "H", "H", "H", "H", "H", "H", "C", "C", "C", "C", "C", "C", "H", "H", "H", "H", "H", "H", "C", "C", "C", "C", "C", "C", "H", "H", "H", "H", "H", "H", "C", "C", "C", "C", "C", "C", "H", "H", "H", "H", "H", "H"],
  "positions_angstrom": [[2.62, 4.95, 3.36], [4.13, 5.19, 3.16], [4.28, 6.37, 2.14], [3.15, 5.80, 0.91], [3.92, 4.97, 0.06], [2.39, 6.92, 0.43], [2.06, 4.90, 2.00], [2.11, 5.76, 3.90], [2.45, 4.00, 3.77], [4.43, 4.30, 2.61], [4.72, 5.34, 4.08], [5.24, 6.60, 1.73], [3.92, 7.31, 2.60], [2.04, 3.88, 1.58], [1.00, 5.21, 1.85], [0.09, -3.37, 4.52], [0.45, -2.19, 5.41], [-0.85, -1.70, 6.04], [-1.93, -1.66, 4.61], [-1.81, -0.34, 4.05], [-3.27, -2.05, 4.87], [-0.99, -2.83, 3.62], [-0.38, -4.18, 5.14], [0.88, -3.85, 4.06], [1.04, -1.44, 4.87], [1.11, -2.54, 6.19], [-0.90, -0.78, 6.54], [-1.24, -2.46, 6.71], [-0.66, -2.24, 2.82], [-1.67, -3.51, 3.23], [-4.41, -4.10, 7.38], [-5.41, -4.65, 6.39], [-4.76, -5.71, 5.45], [-3.16, -6.16, 6.26], [-2.05, -5.37, 5.73], [-3.06, -7.60, 6.30], [-3.49, -5.29, 7.82], [-4.85, -3.72, 8.31], [-3.80, -3.36, 6.86], [-5.83, -3.96, 5.67], [-6.28, -5.11, 6.95], [-4.49, -5.22, 4.50], [-5.37, -6.60, 5.22], [-2.53, -4.87, 8.15], [-3.99, -5.90, 8.54], [-0.95, -4.86, -5.22], [0.46, -5.03, -4.81], [1.11, -3.66, -4.82], [0.68, -2.98, -6.39], [1.66, -3.41, -7.30], [0.23, -1.62, -6.25], [-0.85, -4.08, -6.53], [-1.43, -4.26, -4.38], [-1.54, -5.77, -5.30], [0.97, -5.64, -5.60], [0.70, -5.71, -4.00], [2.17, -3.77, -4.67], [0.69, -2.96, -4.06], [-0.64, -4.74, -7.36], [-1.66, -3.36, -6.77], [3.45, 6.12, -4.26], [2.15, 5.94, -5.11], [1.41, 4.77, -4.51], [2.05, 4.40, -2.88], [2.91, 3.25, -3.11], [1.11, 4.33, -1.79], [3.10, 5.88, -2.85], [3.89, 7.17, -4.35], [4.08, 5.32, -4.59], [2.40, 5.79, -6.11], [1.54, 6.79, -4.99], [1.34, 3.89, -5.06], [0.37, 5.04, -4.41], [3.90, 5.79, -2.07], [2.55, 6.69, -2.43], [-6.14, -1.06, 1.70], [-5.52, -1.31, 0.33], [-5.11, -2.79, 0.35], [-4.26, -2.94, 1.88], [-2.93, -2.46, 1.73], [-4.53, -4.24, 2.49], [-5.29, -1.82, 2.74], [-7.14, -1.49, 1.66], [-6.14, 0.05, 1.95], [-4.58, -0.76, 0.31], [-6.18, -1.01, -0.50], [-4.46, -3.15, -0.49], [-5.96, -3.47, 0.38], [-4.75, -1.22, 3.46], [-5.83, -2.48, 3.43], [-3.99, 2.33, 6.44], [-5.28, 2.73, 7.24], [-5.93, 3.86, 6.36], [-5.91, 3.17, 4.73], [-5.75, 4.24, 3.82], [-6.97, 2.17, 4.65], [-4.38, 2.16, 4.96], [-3.45, 1.47, 6.83], [-3.29, 3.13, 6.47], [-5.15, 3.09, 8.20], [-5.90, 1.81, 7.21], [-5.27, 4.69, 6.56], [-6.98, 4.10, 6.55], [-3.52, 2.52, 4.33], [-4.65, 1.12, 4.77], [-3.85, -8.93, -0.37], [-4.58, -8.70, 1.00], [-4.45, -7.21, 1.10], [-4.91, -6.47, -0.52], [-4.06, -5.35, -0.86], [-6.32, -6.32, -0.58], [-4.45, -8.03, -1.46], [-3.94, -10.01, -0.64], [-2.78, -8.74, -0.29], [-3.99, -9.17, 1.76], [-5.55, -9.14, 0.93], [-3.47, -6.92, 1.45], [-5.18, -6.78, 1.80], [-3.86, -7.85, -2.26], [-5.41, -8.43, -1.83], [-0.10, -7.08, -0.91], [0.44, -7.62, 0.26], [0.13, -7.08, 1.54], [-0.86, -6.05, 1.67], [-1.26, -5.38, 0.50], [-0.88, -5.89, -0.72], [0.13, -7.52, -1.83], [1.04, -8.50, 0.21], [0.60, -7.61, 2.42], [-1.25, -5.75, 2.71], [-1.76, -4.50, 0.66], [-1.19, -5.42, -1.61], [2.06, 1.33, 2.46], [1.05, 1.41, 3.36], [1.24, 1.52, 4.73], [2.56, 1.60, 5.10], [3.62, 1.41, 4.23], [3.39, 1.35, 2.84], [1.84, 1.33, 1.42], [0.01, 1.40, 2.98], [0.35, 1.48, 5.31], [2.73, 1.70, 6.15], [4.66, 1.52, 4.53], [4.14, 1.32, 2.10], [3.50, -5.59, -2.75], [3.09, -4.92, -1.59], [3.58, -3.61, -1.35], [4.33, -2.97, -2.31], [4.75, -3.65, -3.45], [4.40, -4.96, -3.65], [3.21, -6.59, -2.95], [2.41, -5.33, -0.85], [3.32, -3.02, -0.51], [4.71, -1.92, -2.15], [5.35, -3.18, -4.20], [4.73, -5.54, -4.51], [1.10, 0.69, -1.15], [0.11, 0.77, -0.17], [-0.45, -0.38, 0.43], [-0.13, -1.62, -0.13], [0.76, -1.76, -1.20], [1.40, -0.58, -1.66], [1.66, 1.54, -1.55], [-0.24, 1.80, 0.04], [-1.18, -0.34, 1.26], [-0.58, -2.51, 0.27], [1.02, -2.72, -1.55], [2.12, -0.72, -2.46], [-3.18, -2.38, -2.94], [-2.40, -1.34, -3.49], [-2.67, -0.89, -4.80], [-3.71, -1.46, -5.57], [-4.48, -2.47, -5.02], [-4.22, -2.96, -3.68], [-2.98, -2.73, -1.90], [-1.55, -0.82, -3.03], [-1.88, -0.22, -5.16], [-3.81, -1.07, -6.57], [-5.38, -2.82, -5.53], [-4.75, -3.75, -3.20], [5.40, -0.63, 0.60], [4.42, 0.06, -0.12], [4.64, 1.42, -0.53], [5.84, 2.01, -0.17], [6.82, 1.33, 0.57], [6.58, 0.03, 0.97], [5.21, -1.65, 0.86], [3.58, -0.49, -0.41], [3.91, 2.02, -1.03], [5.99, 3.11, -0.15], [7.64, 1.93, 0.94], [7.33, -0.45, 1.61], [3.95, 0.29, -5.61], [4.60, -0.79, -6.23], [5.71, -1.38, -5.65], [6.08, -1.02, -4.34], [5.46, 0.05, -3.72], [4.45, 0.72, -4.41], [3.11, 0.85, -6.02], [4.26, -1.10, -7.24], [6.24, -2.15, -6.27], [7.01, -1.53, -4.02], [5.75, 0.30, -2.69], [3.96, 1.55, -3.90], [-0.84, 9.88, -2.55], [-1.75, 9.01, -3.16], [-2.02, 7.73, -2.57], [-1.27, 7.36, -1.45], [-0.41, 8.29, -0.86], [-0.21, 9.58, -1.38], [-0.60, 10.85, -2.96], [-2.24, 9.22, -4.10], [-2.66, 7.03, -3.09], [-1.42, 6.37, -1.04], [0.20, 8.04, 0.01], [0.51, 10.24, -0.92], [-4.59, 3.19, 0.27], [-5.08, 2.31, -0.68], [-4.30, 2.01, -1.79], [-3.13, 2.78, -1.97], [-2.64, 3.65, -1.01], [-3.37, 3.92, 0.11], [-5.09, 3.30, 1.22], [-6.01, 1.79, -0.45], [-4.57, 1.24, -2.48], [-2.58, 2.58, -2.91], [-1.72, 4.21, -1.28], [-2.98, 4.64, 0.79], [8.16, 4.59, -4.62], [7.16, 3.69, -4.31], [6.49, 3.77, -3.11], [6.83, 4.77, -2.18], [7.83, 5.73, -2.50], [8.46, 5.65, -3.74], [8.56, 4.66, -5.64], [6.84, 3.05, -5.13], [5.68, 3.02, -3.02], [6.15, 4.84, -1.30], [8.06, 6.49, -1.79], [9.23, 6.34, -4.04], [3.76, -2.32, 3.04], [4.75, -3.30, 3.19], [4.53, -4.54, 2.68], [3.34, -4.83, 1.99], [2.30, -3.94, 1.88], [2.52, -2.64, 2.42], [3.93, -1.34, 3.54], [5.70, -2.99, 3.70], [5.26, -5.32, 2.68], [3.29, -5.86, 1.65], [1.41, -4.18, 1.34], [1.74, -1.91, 2.46], [-1.50, 5.23, 4.08], [-0.42, 5.95, 4.55], [-0.16, 7.25, 4.17], [-1.09, 7.90, 3.33], [-2.27, 7.26, 3.00], [-2.48, 5.93, 3.42], [-1.63, 4.19, 4.35], [0.36, 5.34, 5.07], [0.71, 7.73, 4.67], [-0.93, 8.91, 3.01], [-3.03, 7.75, 2.34], [-3.43, 5.47, 3.24], [-2.01, 2.42, -5.91], [-0.79, 2.30, -5.25], [0.26, 1.60, -5.82], [0.21, 1.28, -7.18], [-0.93, 1.57, -7.88], [-2.04, 2.13, -7.25], [-2.84, 2.77, -5.31], [-0.62, 2.70, -4.22], [1.11, 1.40, -5.21], [1.01, 0.85, -7.67], [-0.95, 1.32, -8.96], [-2.97, 2.23, -7.81]],
  "lowdin_charge": [-0.2199, -0.1746, -0.2061, 0.6366, -0.3067, -0.3198, -0.2275, 0.0939, 0.0760, 0.0946, 0.1236, 0.0976, 0.1133, 0.1015, 0.1291, -0.1952, -0.1963, -0.1906, 0.6596, -0.3189, -0.3161, -0.2159, 0.1038, 0.0719, 0.1035, 0.1177, 0.0831, 0.0955, 0.0652, 0.0480, -0.2159, -0.2168, -0.1839, 0.7055, -0.3521, -0.3309, -0.2068, 0.1204, 0.0806, 0.1015, 0.1278, 0.0626, 0.1060, 0.1024, 0.0938, -0.2273, -0.2608, -0.2284, 0.6558, -0.3032, -0.3197, -0.1731, 0.1228, 0.1124, 0.1334, 0.0976, 0.0843, 0.1091, 0.0931, 0.0952, -0.2077, -0.1707, -0.2202, 0.6941, -0.3499, -0.3268, -0.2434, 0.1514, 0.0983, 0.0982, 0.1032, 0.0546, 0.0997, 0.0886, 0.0968, -0.1904, -0.2180, -0.2310, 0.6649, -0.3052, -0.3331, -0.2302, 0.1144, 0.1331, 0.1112, 0.1260, 0.0748, 0.1101, 0.0733, 0.1069, -0.2047, -0.1731, -0.2234, 0.6431, -0.3173, -0.3250, -0.1986, 0.1053, 0.0879, 0.0777, 0.1170, 0.1066, 0.1075, 0.1102, 0.0839, -0.2086, -0.1801, -0.2302, 0.6932, -0.3395, -0.3102, -0.1758, 0.1190, 0.0970, 0.1075, 0.1071, 0.0868, 0.0967, 0.0532, 0.1097, -0.0745, -0.1077, -0.0770, -0.0775, -0.1111, -0.0745, 0.0810, 0.0863, 0.1163, 0.1288, 0.0475, 0.0792, -0.1059, -0.1006, -0.0862, -0.1126, -0.0796, -0.0644, 0.0749, 0.1089, 0.0932, 0.0913, 0.1083, 0.0674, -0.0927, -0.0633, -0.0872, -0.0687, -0.0926, -0.0867, 0.0849, 0.0800, 0.0632, 0.0990, 0.0518, 0.1048, -0.0896, -0.1019, -0.0599, -0.0935, -0.0761, -0.0844, 0.0839, 0.1111, 0.0984, 0.0704, 0.0658, 0.0967, -0.0974, -0.0749, -0.0827, -0.0958, -0.0869, -0.0727, 0.0922, 0.0963, 0.0825, 0.0950, 0.0966, 0.0774, -0.0891, -0.0857, -0.0724, -0.1048, -0.0858, -0.0858, 0.0824, 0.0597, 0.0799, 0.0850, 0.1015, 0.1017, -0.0736, -0.0909, -0.1211, -0.1274, -0.0925, -0.0991, 0.0933, 0.1127, 0.1248, 0.1221, 0.0981, 0.0671, -0.1205, -0.0763, -0.0807, -0.0848, -0.0812, -0.1000, 0.0952, 0.0886, 0.0968, 0.0772, 0.0766, 0.1005, -0.0757, -0.1011, -0.0742, -0.0824, -0.1180, -0.0753, 0.0845, 0.1007, 0.0903, 0.0828, 0.0947, 0.0812, -0.1014, -0.1070, -0.0901, -0.0759, -0.0802, -0.0998, 0.1053, 0.1060, 0.0869, 0.0797, 0.0843, 0.0908, -0.0833, -0.1138, -0.0926, -0.0956, -0.0990, -0.0698, 0.0970, 0.1219, 0.0930, 0.0993, 0.0891, 0.0822, -0.0937, -0.1384, -0.0971, -0.0838, -0.0780, -0.0933, 0.0923, 0.1098, 0.1169, 0.0929, 0.1213, 0.0767, -0.1073, -0.1205, -0.1008, -0.0949, -0.0854, -0.0979, 0.1012, 0.1062, 0.0862, 0.0816, 0.1125, 0.1045]
}